Molecular formula: C45H44Cl2F3N2O2P2RuS2
Method: DFT, the ωB97M-V functional and the def2-TZVPD basis

Results
HOMO level (alpha / beta) ... -10.36 / -10.61 eV
E ... -4794.9211 a.u.
Largest force on an atom ... 0.0112 Eh/bohr
Kohn-Sham gap (alpha / beta) ... 0.289 / 0.218 Eh
ΔE to the lowest compared entry with this formula, charge and spin ... 0.558 eV
2S+1 ... 5
Charge ... +1
⟨S²⟩ ... 6.046
LUMO energy (alpha / beta) ... -2.505 / -4.666 eV

Geometry (Å):
Ru  1.31950  0.06218  -1.40405
Cl  -0.10024  3.78084  -4.92202
Cl  3.38225  -0.06152  -3.24745
S  -3.80963  1.69913  4.48102
S  0.84470  1.94597  -2.58962
P  -0.29053  2.26033  0.76612
P  0.31982  -0.57749  0.74109
F  5.43333  1.33518  0.34801
F  4.71876  3.21685  1.13743
F  4.66286  1.43452  2.36487
O  2.98235  0.74440  -0.29918
O  2.16173  2.20305  1.19734
N  2.00987  -4.27283  -1.24051
N  -0.58243  0.72966  1.37200
C  2.88688  1.84827  -6.68992
C  0.42035  3.57086  3.11381
C  1.81474  -0.25198  3.10067
C  -2.69992  -3.20272  -0.09047
C  -1.71283  4.17451  2.14823
C  -1.94801  5.03085  3.21013
C  -2.33413  4.11576  -2.18130
C  -1.50244  -1.73912  -4.12901
C  -3.24599  1.89370  -1.98983
C  -1.77333  0.55248  2.24427
C  3.34733  1.00043  -5.69729
C  -1.07348  -3.05956  -4.16916
C  3.06496  1.58762  0.62567
C  3.32317  -2.53606  2.63992
C  -1.82696  -3.78278  2.07238
C  2.79155  -0.63432  4.00937
C  0.17125  4.42652  4.17200
C  2.72964  -5.28242  -1.99633
C  -2.37769  1.62167  -0.94603
C  -3.22378  3.13751  -2.60664
C  -0.81622  -0.81709  -3.35548
C  3.54530  -1.77338  3.78004
C  1.22813  2.69770  -5.18477
C  1.66093  1.85771  -4.14961
C  0.03722  -3.44982  -3.43686
C  1.82414  2.69951  -6.43316
C  -2.72393  -4.00946  1.03774
C  -1.46675  0.35192  3.71461
C  0.71331  -2.54625  -2.62589
C  2.73467  1.01936  -4.45800
C  4.50711  1.89886  1.11625
C  -0.52632  3.43589  2.09371
C  -0.86426  -1.94781  0.83744
C  -1.46297  3.85298  -1.14059
C  1.58042  -1.01861  1.96601
C  -1.00834  5.15707  4.22112
C  -5.01040  1.21424  3.22406
C  0.78617  -4.79157  -0.65631
C  -1.49505  2.60788  -0.50665
C  -1.77569  -2.17459  -0.19178
C  1.94853  -2.95764  -1.85201
C  2.34571  -2.16469  1.73371
C  0.28222  -1.20823  -2.57489
C  -2.74445  0.23172  4.53736
C  -0.90155  -2.75633  1.97597
H  -2.48429  0.07836  5.58435
H  -5.75402  2.00764  3.18107
H  -1.19381  5.82590  5.05024
H  -0.19419  -2.59871  2.77938
H  -3.43937  -4.81708  1.11016
H  0.29645  -4.02596  -0.05539
H  2.81780  -2.86043  -2.50801
H  -3.39175  -3.38011  -0.90240
H  1.45006  3.36846  -7.19383
H  -0.75142  4.60659  -0.82616
H  -2.39142  1.44654  2.13046
H  -1.84218  -4.41064  2.95259
H  2.18200  -2.78990  0.86219
H  -3.89770  3.34445  -3.42640
H  1.03982  -5.62631  -0.00099
H  -2.46220  4.06862  1.37511
H  4.31005  -2.06616  4.48500
H  3.66251  -4.86868  -2.37665
H  3.35649  1.84646  -7.66255
H  0.38332  -4.47343  -3.50020
H  -1.12988  0.21890  -3.35830
H  3.91116  -3.42443  2.45399
H  -2.87214  5.58995  3.25043
H  1.35093  3.02608  3.06534
H  -2.35106  -1.42301  -4.72155
H  4.17617  0.33093  -5.87359
H  -2.39346  0.64986  -0.46900
H  -2.31037  5.07917  -2.67110
H  -0.88143  1.19909  4.08125
H  -2.35475  -0.28890  1.85514
H  2.15851  -5.68936  -2.84340
H  -1.74953  -1.57322  -1.08796
H  2.97647  -6.11415  -1.33546
H  1.24523  0.64913  3.27225
H  0.06078  -5.15173  -1.39598
H  -1.58840  -3.78056  -4.78945
H  2.11160  -2.19950  -1.06051
H  2.97006  -0.03113  4.88917
H  -3.33541  -0.63289  4.22800
H  -3.93998  1.13357  -2.32227
H  0.90787  4.53166  4.95666
H  -0.86431  -0.54908  3.85852
H  -5.51054  0.28945  3.50649
H  -4.56522  1.10372  2.23581

---

Molecular formula: C68H187N17O17
Method: DFT, the ωB97M-V functional and the def2-TZVPD basis

Results
HOMO level ... -8.51 eV
E ... -4912.5446 a.u.
Largest force on an atom ... 0.0620 Eh/bohr
Kohn-Sham gap ... 0.332 Eh
ΔE to the lowest compared entry with this formula, charge and spin ... 3.207 eV
Charge ... 0
LUMO energy ... 0.535 eV

Geometry (Å):
O  0.76202  -0.82405  1.43820
O  -4.72093  5.98456  -5.52007
O  -5.32088  -0.93138  0.04886
O  -4.37973  0.25143  5.42375
O  0.32864  -1.99280  7.38291
O  2.43437  3.66661  3.19430
O  5.22219  -0.93733  -0.29524
O  0.28141  -2.19162  -5.85526
O  2.28417  -4.96894  -0.39588
O  -2.14290  -4.59267  -4.43344
O  -2.38175  1.66509  -6.51524
O  -3.99600  3.49340  -2.66275
O  -2.51841  -4.63549  5.81844
O  -1.24508  3.31087  0.99015
O  2.14918  3.21439  -1.55956
O  3.58003  -1.56658  6.24254
O  7.81070  2.89186  -3.97036
N  -3.49252  -2.26010  -2.27144
N  1.42456  -6.25992  1.97842
N  -0.28634  -1.77533  -1.21227
N  1.92912  -1.69934  -3.49784
N  -0.90241  -7.46884  4.04818
N  6.64911  -3.62348  5.57610
N  -4.52102  0.35792  -3.85632
N  -6.95894  4.27258  -0.73431
N  -1.37675  -1.93843  5.11845
N  6.87736  0.91156  0.80851
N  5.18236  1.46362  -1.88456
N  -2.98323  -7.31804  -6.73092
N  6.02020  3.06751  3.30507
N  0.92507  2.95428  -4.90410
N  -1.31134  -0.13024  10.01799
N  -3.44881  7.03581  -3.38711
N  -1.59990  6.72196  -0.16533
C  3.28338  -4.68891  2.30467
C  0.36632  -1.01991  2.76058
C  -2.57044  3.63274  -2.37268
C  -3.21798  -6.00333  -6.00991
C  7.79531  -0.78978  2.30176
C  -3.48484  -4.54111  6.82969
C  1.54759  -4.23060  0.57054
C  -2.45400  -1.00690  4.71052
C  6.32893  1.30447  -2.77345
C  -4.43774  -2.78934  -1.26180
C  5.22614  -3.66271  7.51824
C  0.40065  5.77532  0.98996
C  -4.07331  -4.26470  -1.11194
C  -2.27345  -6.04123  5.49910
C  3.56911  2.88680  3.41555
C  -0.86514  5.50059  0.15275
C  6.06100  0.46951  -4.02612
C  5.25705  -3.35875  6.01206
C  4.87068  -1.97550  5.73071
C  -6.69191  4.12581  -3.10290
C  1.80141  2.73191  -0.27870
C  -4.74878  1.36381  6.19359
C  0.88512  -3.26495  7.10156
C  -4.74902  3.86839  -1.53519
C  2.23608  -1.11178  -4.82149
C  3.87079  -1.33662  -0.34883
C  6.59090  2.75294  -3.21506
C  -0.15337  -0.03352  0.68014
C  -1.31679  -6.12335  4.25230
C  -6.22702  3.55251  -1.75997
C  -5.61165  5.67563  -6.57617
C  -3.20348  -0.37883  5.92773
C  -1.82003  2.54937  2.06585
C  1.92428  4.97767  -3.92090
C  3.44515  -0.14697  6.24494
C  -0.99642  -4.43242  -3.59407
C  -3.66402  0.32349  -5.04064
C  -0.39464  -0.35343  8.89418
C  1.94858  -4.68029  -1.72503
C  -1.04736  -1.97076  -6.31615
C  4.80101  3.75578  3.11530
C  -1.72472  6.37328  -5.02562
C  4.65889  4.32061  1.69819
C  1.24975  2.89811  -2.58651
C  1.80889  -4.82466  1.97740
C  -4.21521  -0.70169  -6.00378
C  -4.61440  -5.74367  -5.45817
C  -3.90307  7.14125  -5.80441
C  7.93144  4.27658  -4.20020
C  -2.82813  7.33749  -4.68733
C  -1.78171  4.60459  0.96287
C  1.84425  3.44977  -3.87826
C  7.08775  -0.50523  0.99288
C  -0.05455  -0.35603  -0.86485
C  0.99563  -0.96694  -5.72157
C  -2.19136  -5.90068  -4.96319
C  -1.05232  0.40886  -1.64231
C  -3.55856  1.67500  -5.69487
C  3.25157  -2.04753  -5.46256
C  1.22535  3.12088  3.63947
C  -1.93356  -5.44392  3.05599
C  -0.19747  -1.85046  8.69917
C  -3.40263  -1.78007  3.76473
C  -4.40895  -2.03718  0.08573
C  -2.23390  2.81099  -7.29692
C  -4.62502  0.28862  -0.07302
C  5.67992  -1.21927  1.01442
C  0.92938  0.35548  9.15490
H  6.78268  -4.60079  5.43573
H  -2.24665  -0.45118  9.83752
H  -1.61801  -7.92687  3.47262
H  -1.52218  2.65138  -8.08670
H  3.85649  -1.64236  -6.28832
H  -1.57214  -1.26027  -5.68405
H  6.23204  1.11467  0.07187
H  -1.25717  -2.04001  -1.06429
H  4.26700  -3.41593  8.02388
H  -3.51365  2.44852  -4.95334
H  1.14487  -1.60023  3.24168
H  1.23329  3.20742  -5.81369
H  -3.21097  -6.55313  5.28489
H  -2.06015  5.33514  -5.21037
H  4.88834  -0.75525  1.64285
H  -1.16304  -4.93234  -2.64874
H  -2.32378  4.68464  -2.16021
H  -4.65252  4.95648  -1.40922
H  -7.95542  4.40665  -0.91902
H  -3.60429  -0.69741  -6.97849
H  0.94444  1.43037  9.08365
H  3.77300  0.16079  5.27681
H  1.13935  -1.26989  -3.09872
H  0.74349  2.87812  -0.07574
H  4.71327  3.66186  0.83429
H  -2.75192  -0.04671  -4.66784
H  -1.16604  -6.25764  -5.17588
H  -1.22374  1.67140  2.27206
H  -1.57946  -2.90266  -6.30154
H  -3.38945  -8.06693  -6.16211
H  -3.45077  -1.13930  6.71175
H  1.79527  -3.16786  0.62954
H  -0.78537  -3.33435  -3.47515
H  0.63162  -6.45567  1.38852
H  -4.71319  -2.70974  0.91869
H  -0.91241  1.50278  -1.59594
H  -3.64627  -3.47305  6.92029
H  -5.08242  5.36260  -7.50806
H  -6.28522  3.50559  -3.91462
H  5.40842  5.11738  1.59722
H  5.80579  -2.30166  1.30033
H  2.32857  5.34829  -4.81967
H  7.64562  -0.91591  0.11107
H  0.89123  -4.69038  -1.84513
H  -3.08602  -4.23038  -0.55016
H  1.16460  -4.25707  2.74228
H  -3.92723  -4.77750  -2.06846
H  -0.98638  -1.67849  -7.35331
H  -2.46180  -4.57197  3.32708
H  -4.96034  -6.61172  -4.86178
H  5.59642  -1.26106  6.15093
H  4.80843  0.54256  -1.67111
H  -2.78963  2.19522  1.81928
H  3.72660  -2.42419  -0.25655
H  3.47441  -1.00755  -1.32778
H  -2.80785  4.66773  0.59319
H  -6.22946  5.08170  -3.27900
H  1.00304  -0.17406  -1.12857
H  2.20545  -6.77842  1.54426
H  3.53798  2.54210  4.47980
H  3.64900  1.98742  2.80701
H  -1.73164  5.04732  1.95547
H  2.36028  3.32169  0.46455
H  -1.04376  7.56864  -0.13208
H  -0.74363  0.02701  7.93884
H  -1.81442  3.11025  2.97775
H  8.70222  4.44324  -4.97397
H  5.45229  -4.68546  7.73418
H  -1.74786  -2.87338  5.09150
H  -4.44921  -4.95386  6.53008
H  -4.28279  1.16968  -3.30988
H  1.00153  1.95303  -4.93591
H  -2.53950  -6.63555  -4.17001
H  4.42721  2.05354  -2.30326
H  0.06170  1.01038  0.70735
H  -1.03402  6.35277  -4.17605
H  0.22337  -4.04871  7.27526
H  -5.45281  -2.54623  -1.60434
H  0.35451  -0.25224  -5.14045
H  -0.84141  -1.68432  5.94038
H  -6.36199  6.47489  -6.75420
H  0.34319  -2.38145  -0.66319
H  -4.79849  1.11464  7.22572
H  0.10315  -0.10186  3.21516
H  -1.85832  3.67351  -6.75625
H  -3.78341  0.21117  0.59289
H  -1.76091  -6.53708  6.29652
H  -4.14676  2.31226  6.07889
H  -3.36299  -7.40657  -7.66088
H  1.03023  1.83844  -2.59439
H  -3.48748  7.01764  -6.80250
H  0.47686  3.90685  3.47529
H  2.39872  -5.38700  -2.44105
H  3.18127  -0.84077  0.33760
H  -6.29732  2.47153  -1.66842
H  -2.10297  -0.10817  4.10807
H  3.38238  -5.17637  3.26725
H  -1.01007  6.77217  -5.82038
H  1.67952  0.04157  8.42657
H  3.91134  -2.32679  -4.63108
H  -5.28154  1.03905  0.26476
H  -0.42974  -5.54118  4.52041
H  -0.46614  5.03599  -0.75253
H  2.80639  2.97702  -4.03306
H  6.16645  2.56450  4.15757
H  6.99635  4.78129  -4.50555
H  -4.63840  -4.91640  -4.77484
H  8.25219  4.72979  -3.26986
H  -3.77442  -2.74272  4.21924
H  -3.91248  -1.41848  -2.73769
H  -2.03182  0.23206  -1.20286
H  7.16747  -0.73703  3.16371
H  1.60060  -2.64091  -3.72375
H  -4.21658  0.41791  -1.09501
H  2.77738  -2.97934  -5.79341
H  0.50623  -2.15788  9.48988
H  2.43477  5.39417  -3.08252
H  -1.32039  0.82391  10.43943
H  1.20774  -3.20114  6.04706
H  -1.14048  -0.16769  1.04468
H  -4.18650  6.35565  -3.49301
H  2.66326  -0.09178  -4.68155
H  -2.77409  -2.01803  2.88557
H  1.82434  -3.37976  7.70174
H  4.51072  -3.99097  5.50112
H  -6.79396  3.91144  0.19149
H  -0.06193  -7.41648  3.46039
H  -3.78842  7.83587  -2.87598
H  4.08394  0.41243  6.93984
H  6.88056  0.55077  -4.80017
H  0.32664  3.48053  -2.33939
H  -4.48844  1.85219  -6.25608
H  7.74172  1.41637  0.81897
H  2.39767  -3.71556  -1.97039
H  -4.68391  -4.94606  -0.55063
H  -6.16857  4.81836  -6.19663
H  -5.27405  -5.42164  -6.28896
H  -7.76595  4.20551  -3.26822
H  5.73878  3.10136  -3.83295
H  -1.02986  0.00622  -2.64851
H  4.78863  4.64929  3.78682
H  -4.50054  8.05538  -5.85498
H  5.96161  -0.57602  -3.74455
H  6.75030  3.33594  -2.30391
H  -2.68394  0.41038  6.35375
H  3.68558  4.83356  1.61685
H  -3.07663  -5.20523  -6.76182
H  -1.26801  -5.07690  2.28289
H  -1.97615  3.34639  -3.21221
H  6.82892  -3.18136  4.68887
H  -5.52774  0.47999  -4.06763
H  8.36055  -1.68804  2.13484
H  -4.21338  -1.17922  3.42170
H  1.22151  6.23776  0.44278
H  0.13004  6.44254  1.79467
H  2.06383  1.62477  -0.27037
H  -4.14264  -1.71549  -5.59523
H  -3.11187  -5.05126  7.73767
H  5.11922  0.73677  -4.56635
H  4.88546  -1.89185  4.67465
H  -0.59597  -1.56677  2.90263
H  0.72628  4.85106  1.41084
H  2.38928  -0.02436  6.46564
H  -0.10507  -4.83493  -4.08109
H  0.91212  5.31148  -4.00809
H  -5.25165  -0.46438  -6.15531
H  3.82140  -5.23074  1.54887
H  1.16010  -0.57755  -6.70306
H  8.52835  0.02583  2.48226
H  -2.70023  -6.08897  2.61572
H  -3.36172  -1.75206  0.15437
H  1.20940  3.02443  4.72300
H  -4.35813  3.37091  -0.60626
H  -3.15420  3.09416  -7.81560
H  3.54457  -3.63204  2.43951
H  0.97981  2.21137  3.01027
H  -2.10866  6.72618  -1.05167
H  0.44764  -4.31607  0.36536
H  -3.40124  -2.99957  -2.96727
H  5.98842  -3.04119  8.06597
H  6.15936  2.38226  2.56323
H  -1.09736  -2.39199  8.92279
H  7.20538  0.89860  -2.26786
H  -5.75810  1.57425  5.86856
H  -2.29302  3.00494  -1.48718
H  1.20843  0.08305  10.21535
H  -2.55826  8.41392  -4.81098

---

Molecular formula: H35O17
Method: DFT, the ωB97M-V functional and the def2-TZVPD basis

Results
HOMO level ... -12.86 eV
E ... -1299.6988 a.u.
Largest force on an atom ... 0.1463 Eh/bohr
Kohn-Sham gap ... 0.382 Eh
ΔE to the lowest compared entry with this formula, charge and spin ... 5.718 eV
Charge ... +1
LUMO energy ... -2.472 eV

Geometry (Å):
O  0.07285  -0.00312  -0.29933
O  -3.02876  -3.52894  1.56937
O  -0.58880  4.86195  -0.53831
O  -1.09213  4.13140  -3.12974
O  -0.93538  -0.61418  2.43718
O  -2.12955  2.28724  -1.85121
O  1.69505  0.39685  2.24140
O  2.15789  -2.35887  -3.46438
O  2.52541  -2.58292  0.90438
O  3.41039  1.16747  -0.22390
O  -1.78273  1.62570  0.55988
O  -0.36405  -4.82954  -0.28681
O  -2.26012  3.09297  2.69092
O  0.38197  -2.51165  -1.41246
O  -4.07746  -0.98938  1.75898
O  4.50121  -1.23336  1.66872
O  1.14970  1.30070  -2.74243
H  2.39574  -0.12812  1.98261
H  -2.15962  1.37741  -2.32314
H  -2.04179  2.15115  -0.73121
H  -3.21555  -3.96196  2.29023
H  3.07298  -3.10297  0.28988
H  1.66494  -1.59880  -3.64952
H  1.81750  0.58832  3.18929
H  -0.51393  0.08333  1.96385
H  0.33301  4.88092  -0.54113
H  1.32957  0.47293  -2.36246
H  2.85305  -2.44867  -4.11822
H  -1.95253  2.31008  3.00614
H  -1.32006  0.76650  0.15038
H  -1.35690  2.98876  -2.08716
H  -3.12459  -2.62730  1.68359
H  -1.21680  4.91413  -2.75293
H  -0.21622  -1.24762  2.56472
H  -4.23985  -1.19197  2.74842
H  3.29981  0.90327  0.75235
H  0.25592  -4.84709  0.41478
H  -4.90344  -0.70611  1.46377
H  4.85874  -2.02568  2.17624
H  -0.59317  4.02661  -3.92858
H  1.17862  1.79132  -1.79780
H  -0.13439  -5.71262  -0.73053
H  1.86194  -2.16052  0.16767
H  1.20638  -2.66604  -1.87522
H  -1.01208  5.56666  -0.28514
H  0.23255  -3.25446  -0.91917
H  4.49107  -1.68074  0.65425
H  4.28499  0.83669  -0.50355
H  -2.61201  1.08402  0.74495
H  0.25096  -0.93842  -0.56584
H  -2.49660  3.74237  3.36105
H  0.63772  0.11608  0.50927